Version P
Below is a cluster of 2 separate species, CH5NO2 in total, with properties calculated with ωB97M-V with the def2-TZVPD basis set.

The HOMO-LUMO gap (alpha / beta) comes out at 8.55 / 9.09 eV. The calculation puts the LUMO energy (alpha / beta) at 0.066 / 0.180 eV.

The geometry in XYZ format:
```
9
Properties=species:S:1:pos:R:3:lowdin_charge:R:1
C 1.41374 -0.48484 -0.16528 0.01
N 0.11126 0.54308 1.42095 -0.01
O 1.03856 0.51173 0.52680 -0.18
O -1.66343 0.19363 -0.91618 -0.07
H -1.45819 0.66062 -0.09639 0.00
H -0.30899 -0.38913 1.55668 0.05
H 2.20488 -0.30442 -0.86917 0.08
H 0.95854 -1.46193 -0.06686 0.09
H -2.29636 0.73127 -1.39054 0.03
```

=====

Version Q
Below is a structure of composition CH5NO2, with properties calculated with ωB97M-V with the def2-TZVPD basis set.

The HOMO-LUMO gap comes out at 10.58 eV. The calculation puts the LUMO energy at 0.476 eV.

The geometry in XYZ format:
```
9
Properties=species:S:1:pos:R:3:lowdin_charge:R:1
C 0.06540 -0.38652 0.40159 -0.22
N -0.40754 0.42889 -0.61539 0.07
O 0.31202 -1.47582 -0.86099 -0.16
O -0.50771 1.51822 0.75187 -0.15
H -0.56740 -1.79213 -1.11841 0.05
H 0.33564 2.00178 0.76708 0.05
H 0.37470 0.82495 -1.13858 0.11
H 1.07976 -0.28010 0.77371 0.12
H -0.68487 -0.83929 1.03912 0.12
```

=====

Most stable structure: version P

=====

Version P
Below is an isolated molecule of C4H5N3O3, with properties calculated with ωB97M-V with the def2-TZVPD basis set.

As for the structure (SMILES): O=[N+]([O-])C1(CO)N=CC=N1. The HOMO-LUMO gap (alpha / beta) comes out at 9.23 / 9.22 eV. The calculation puts the LUMO energy (alpha / beta) at -1.055 / -1.055 eV.

The geometry in XYZ format:
```
15
Properties=species:S:1:pos:R:3:lowdin_charge:R:1
O -1.33390 -1.78386 -0.29265 0.09
N -1.45662 -0.64021 0.00367 -0.30
O -2.42147 -0.00375 0.14044 0.13
C 0.14645 0.11285 0.09423 -0.36
C -0.23862 1.62097 0.44843 -0.21
O -0.87632 2.38917 -0.51991 -0.02
N 0.57859 -0.24018 -1.20815 0.15
C 1.38971 -1.21971 -1.02922 -0.08
C 1.43671 -1.57946 0.36040 -0.07
N 0.79691 -0.69654 1.05485 0.14
H 0.77517 1.91607 0.87420 0.13
H -0.74694 1.60373 1.43242 0.13
H -1.77334 2.56658 -0.19155 0.10
H 1.78830 -1.59955 -1.86378 0.08
H 1.93537 -2.44613 0.69662 0.11
```

=====

Version Q
Below is a structure of composition C4H5N3O3, with properties calculated with ωB97M-V with the def2-TZVPD basis set.

The HOMO-LUMO gap (alpha / beta) comes out at 6.82 / 6.82 eV. The calculation puts the LUMO energy (alpha / beta) at -1.253 / -1.252 eV.

The geometry in XYZ format:
```
15
Properties=species:S:1:pos:R:3:lowdin_charge:R:1
C -1.07051 -0.28017 -1.84920 0.18
C -0.13488 0.15998 -2.75639 -0.54
C -0.27238 -0.31591 1.04042 -0.63
C 0.34595 0.12165 3.15891 -0.02
N 1.12809 0.22033 -0.76510 0.13
N -0.15549 0.36954 -4.01365 0.09
N -0.01088 -0.05876 -0.28667 0.09
O -1.20424 -0.95322 1.36153 0.19
O 1.16799 0.08325 -2.09967 0.01
O 0.59484 0.22400 1.78657 0.03
H -2.14633 -0.25284 -1.68271 0.08
H 0.77546 1.06150 3.43346 0.09
H 0.84891 -0.79903 3.56848 0.13
H -0.71929 0.18393 3.38571 0.10
H 0.85274 0.23574 -4.28170 0.07
```

=====

Most stable structure: version P

=====

Version P
Below is a cluster of 2 separate species, C7H14N4O in total, with properties calculated with ωB97M-V with the def2-TZVPD basis set.

As for the structure (SMILES): [H]/N=C\N1CCC1.C1=NCCON1. The HOMO-LUMO gap comes out at 8.43 eV. The calculation puts the LUMO energy at 0.848 eV.

The geometry in XYZ format:
```
26
Properties=species:S:1:pos:R:3:lowdin_charge:R:1
H 0.18166 -0.50958 -1.47137 0.08
N -0.02119 -1.13865 -0.66115 0.01
C 0.93479 -1.13358 0.18698 -0.26
N 2.10359 -0.45746 0.12311 -0.13
C 3.25630 -0.37610 1.00893 -0.15
C 3.90194 0.59932 -0.00474 -0.12
C 2.63416 0.44916 -0.88294 -0.15
H 0.84177 -1.75221 1.10751 0.13
H 3.79773 -1.32789 1.14947 0.11
H 3.04629 0.05702 1.99822 0.11
H 4.82487 0.23656 -0.46628 0.10
H 4.07396 1.60970 0.37830 0.10
H 2.04745 1.36970 -1.01830 0.11
H 2.79889 -0.01180 -1.86655 0.11
C -2.26759 -0.95409 -0.66818 -0.25
N -1.78035 0.20013 -0.93312 0.00
C -2.50916 1.32296 -0.38851 -0.21
C -3.32220 0.91301 0.82814 -0.20
O -4.19197 -0.14913 0.46306 -0.13
N -3.48807 -1.22913 -0.06129 0.01
H -1.80001 -1.88810 -1.00104 0.11
H -1.78327 2.11349 -0.12941 0.11
H -3.17177 1.72936 -1.16029 0.11
H -2.66558 0.58757 1.64647 0.12
H -3.97762 1.71726 1.18962 0.12
H -3.46463 -1.97754 0.63337 0.14
```

=====

Version Q
Below is an isolated molecule of C7H14N4O, with properties calculated with ωB97M-V with the def2-TZVPD basis set.

The HOMO-LUMO gap (alpha / beta) comes out at 8.24 / 8.24 eV. The calculation puts the LUMO energy (alpha / beta) at 0.566 / 0.566 eV.

The geometry in XYZ format:
```
26
Properties=species:S:1:pos:R:3:lowdin_charge:R:1
C -2.06272 0.70389 0.33360 -0.02
C -3.36943 0.15993 0.16899 -0.43
C 1.70910 0.58401 1.23656 -0.09
C 0.59828 -1.60973 0.87221 -0.06
C 2.46024 -0.81399 -0.73126 -0.03
C 0.36154 1.50278 -1.37665 -0.10
C 1.21671 -0.39169 0.20810 -0.59
N -1.87985 -1.00110 -1.08308 0.07
N -4.41881 0.49933 0.81124 0.10
N -1.29852 0.02955 -0.52146 -0.11
N 0.23024 0.20905 -0.77967 -0.05
O -3.20220 -0.97089 -0.70488 0.01
H -1.74604 1.36427 1.10319 0.12
H 2.63283 1.27134 0.92229 0.12
H 1.03205 1.28846 1.81833 0.10
H 2.20205 -0.10239 1.96574 0.08
H 1.53142 -2.24417 1.24906 0.13
H 0.13230 -2.26481 0.09144 0.08
H -0.18307 -1.33436 1.62228 0.10
H 1.98381 -1.41037 -1.55932 0.10
H 2.92995 0.10537 -1.16338 0.08
H 3.14341 -1.47378 -0.14521 0.09
H -0.59158 1.93914 -1.83933 0.12
H 0.65823 2.23184 -0.64020 0.06
H 1.17991 1.55389 -2.18431 0.11
H -5.24986 0.17443 0.32571 0.04
```

=====

Most stable structure: version P

=====

Version P
Below is a structure of composition C28H32ClF6N14O3PS2Ti, with properties calculated with ωB97M-V with the def2-TZVPD basis set.

Its spin multiplicity is 2. The HOMO-LUMO gap (alpha / beta) comes out at 7.58 / 7.64 eV. Its net charge is -1. The calculation puts the LUMO energy (alpha / beta) at 1.952 / 1.936 eV.

The geometry in XYZ format:
```
88
Properties=species:S:1:pos:R:3:lowdin_spin:R:1
Ti 0.08745 0.18489 0.53183 0.93
N -2.00453 -1.10652 2.81765 0.00
C -2.39573 -1.31105 1.50978 0.00
N -3.47434 -1.96270 1.17182 0.00
N -3.44092 -1.98647 -0.19308 0.00
N -2.39338 -1.39818 -0.63062 0.00
N -1.68380 -0.91125 0.45400 0.00
C -0.66138 -1.22149 3.12076 0.00
N -0.18812 -1.66817 4.24547 0.00
N 1.17722 -1.66713 4.06759 0.00
N 1.47763 -1.24581 2.89773 0.00
N 0.29989 -0.93932 2.23711 0.00
H -2.63560 -1.47225 3.50748 0.00
O 0.76924 1.48667 3.77561 0.00
S 0.22251 2.37895 2.80938 0.00
O 1.15707 3.22506 2.10995 0.00
N -0.81755 1.59884 1.72360 0.00
C -2.07989 2.09104 1.83519 0.00
S -3.32611 1.81548 0.82708 0.01
C -2.20191 3.08502 2.96494 0.00
C -3.34438 3.70279 3.40915 0.00
C -3.25077 4.58862 4.47688 0.00
C -2.02549 4.86797 5.07084 0.00
C -0.87478 4.25368 4.61491 0.00
C -1.01077 3.36240 3.56335 0.00
H -4.28454 3.48122 2.92015 0.00
H -4.14499 5.06907 4.85353 0.00
H -1.97026 5.57146 5.89457 0.00
H 0.09354 4.46002 5.05784 0.00
F 2.32077 0.45423 0.82434 0.01
P 3.02233 -0.69137 -0.18372 0.00
F 3.58156 -1.49068 1.02273 0.00
F 4.34834 0.18559 -0.31480 0.00
F 3.52079 -1.80578 -1.21657 0.00
F 1.51785 -1.47286 -0.06161 0.00
F 2.42152 0.14307 -1.42962 0.00
C 3.27920 3.55406 -1.83651 0.00
C 2.30968 3.84824 -0.68516 0.00
C 1.25809 2.83768 -0.60596 0.01
N 0.44069 2.05107 -0.55302 0.00
H 4.05235 4.32112 -1.87092 0.00
H 2.75714 3.54195 -2.79356 0.00
H 3.75229 2.58309 -1.68661 0.00
H 1.82708 4.81708 -0.78978 0.00
H 2.81552 3.83375 0.27865 0.00
C 0.44131 -0.78435 -8.34196 0.00
C 0.00752 -0.55125 -6.88248 0.00
C 0.84235 0.62178 -6.34510 0.00
C -1.47484 -0.16057 -6.92379 0.00
C 0.21041 -1.86818 -6.05900 0.00
O -0.38707 -2.95984 -6.79126 0.00
C 1.70505 -2.21269 -5.88787 0.00
C 2.55108 -1.54645 -4.78540 0.00
C 3.99294 -1.37155 -5.20372 0.00
C 4.74257 -2.44082 -5.68991 0.00
C 6.05947 -2.27328 -6.09505 0.00
C 6.63779 -1.01694 -6.01036 0.00
Cl 8.28966 -0.79123 -6.53825 0.00
C 5.92607 0.05768 -5.51102 0.00
C 4.60766 -0.12899 -5.11303 0.00
C -0.65427 -2.00088 -4.77193 0.00
N -0.58833 -1.04129 -3.66808 0.00
C -0.05911 -1.20874 -2.45547 0.00
N -0.30754 -0.15685 -1.71508 0.00
C -1.01648 0.65709 -2.54266 0.00
N -1.23281 0.15736 -3.73027 0.00
H 0.41452 0.17137 -8.87357 0.00
H -0.24001 -1.46406 -8.86196 0.00
H 1.46168 -1.16971 -8.42890 0.00
H 0.61638 1.51262 -6.94135 0.00
H 1.91814 0.42762 -6.43801 0.00
H 0.61111 0.85812 -5.30460 0.00
H -1.60235 0.68786 -7.60491 0.00
H -1.84617 0.13913 -5.94493 0.00
H -2.07879 -0.99064 -7.30054 0.00
H 0.15341 -3.12712 -7.56892 0.00
H 2.19411 -2.01291 -6.84380 0.00
H 1.73752 -3.29663 -5.75155 0.00
H 2.53417 -2.15871 -3.88620 0.00
H 2.16276 -0.57202 -4.50596 0.00
H 4.29747 -3.43031 -5.74389 0.00
H 6.63801 -3.10977 -6.46804 0.00
H 6.40006 1.02875 -5.42455 0.00
H 4.04993 0.70682 -4.70146 0.00
H -0.43689 -2.97783 -4.34577 0.00
H -1.68697 -2.02160 -5.10544 0.00
H 0.44680 -2.10311 -2.13235 0.00
H -1.42452 1.60574 -2.23336 0.00
```

=====

Version Q
Below is a structure of composition C28H32ClF6N14O3PS2Ti, with properties calculated with ωB97M-V with the def2-TZVPD basis set.

Its spin multiplicity is 2. The HOMO-LUMO gap (alpha / beta) comes out at 7.35 / 7.40 eV. Its net charge is -1. The calculation puts the LUMO energy (alpha / beta) at 1.590 / 1.638 eV.

The geometry in XYZ format:
```
88
Properties=species:S:1:pos:R:3:lowdin_spin:R:1
Ti 1.59812 -1.24720 -1.49512 0.93
N 3.78758 -2.19352 1.02744 0.00
C 2.46189 -2.10878 1.36301 0.00
N 2.00470 -2.33119 2.58085 0.00
N 0.68100 -2.11083 2.48441 0.00
N 0.35445 -1.78550 1.28695 0.01
N 1.47412 -1.77716 0.52470 0.00
C 4.33413 -1.67898 -0.11796 0.00
N 5.62947 -1.55823 -0.32613 0.00
N 5.72212 -1.00294 -1.55301 0.00
N 4.56367 -0.80661 -2.06021 0.01
N 3.62881 -1.22991 -1.16513 0.00
H 4.42551 -2.41162 1.77343 0.00
O 1.37300 1.64574 -3.86746 0.00
S 0.86193 1.93369 -2.55469 0.00
O -0.56990 1.94354 -2.40304 0.00
N 1.56097 0.98085 -1.39063 0.00
C 2.18170 1.73480 -0.43443 0.00
S 2.78378 1.21300 0.99884 0.00
C 2.22508 3.17785 -0.80368 0.00
C 2.86177 4.20990 -0.13106 0.00
C 2.78722 5.48608 -0.66723 0.00
C 2.08740 5.73526 -1.84820 0.00
C 1.44606 4.70583 -2.51962 0.00
C 1.53977 3.44261 -1.96840 0.00
H 3.39907 3.99879 0.78350 0.00
H 3.28246 6.30697 -0.16458 0.00
H 2.04719 6.74243 -2.24238 0.00
H 0.89612 4.87960 -3.43502 0.00
F 0.99330 -3.16369 -1.94925 0.00
P 1.88751 -4.67147 -2.28823 0.00
F 3.01379 -3.74739 -2.96535 0.00
F 1.08976 -4.69707 -3.67901 0.00
F 2.67649 -6.00778 -2.60416 0.00
F 2.59717 -4.46087 -0.87171 0.00
F 0.67857 -5.43032 -1.58070 0.00
C 4.37661 0.57450 -5.18128 0.00
C 3.39773 -0.52029 -5.62798 0.00
C 2.53483 -0.90761 -4.52284 0.02
N 1.86953 -1.19947 -3.64146 0.00
H 5.03150 0.83277 -6.01241 0.00
H 4.96520 0.23807 -4.33107 0.00
H 3.82249 1.46008 -4.87387 0.00
H 3.91777 -1.41691 -5.96702 0.00
H 2.75632 -0.17214 -6.43874 0.00
C -5.17368 -1.62502 2.70551 0.00
C -4.32775 -1.44589 1.43366 0.00
C -3.01202 -2.19895 1.65170 0.00
C -5.11851 -2.09216 0.28894 0.00
C -4.11303 0.07872 1.15913 0.00
O -5.41029 0.71593 1.11500 0.00
C -3.32216 0.79763 2.27220 0.00
C -1.79221 0.84312 2.22075 0.00
C -1.21171 1.35269 3.51707 0.00
C -1.44994 2.65514 3.94759 0.00
C -0.93370 3.11944 5.14690 0.00
C -0.16494 2.26561 5.92034 0.00
Cl 0.48993 2.84392 7.43119 0.00
C 0.09868 0.97100 5.51188 0.00
C -0.42947 0.51835 4.30990 0.00
C -3.62522 0.44393 -0.26807 0.00
N -2.54308 -0.30791 -0.89360 0.00
C -1.23197 -0.24095 -0.69973 0.01
N -0.61220 -1.02823 -1.55693 0.01
C -1.61900 -1.56314 -2.29583 0.00
N -2.80416 -1.15510 -1.92696 0.00
H -5.25827 -2.69262 2.91487 0.00
H -6.18765 -1.24134 2.57866 0.00
H -4.72491 -1.16537 3.58809 0.00
H -3.22965 -3.26255 1.77198 0.00
H -2.49667 -1.87406 2.55868 0.00
H -2.30720 -2.10786 0.82759 0.00
H -5.39158 -3.11007 0.57632 0.00
H -4.54618 -2.15536 -0.63291 0.00
H -6.03845 -1.53814 0.09303 0.00
H -5.72639 0.79815 2.01983 0.00
H -3.61810 0.37106 3.23375 0.00
H -3.68391 1.83035 2.27554 0.00
H -1.48561 1.52283 1.41888 0.00
H -1.36162 -0.13582 2.01463 0.00
H -2.04152 3.32587 3.33356 0.00
H -1.11553 4.13254 5.47895 0.00
H 0.71753 0.32472 6.11908 0.00
H -0.20463 -0.48718 3.97072 0.00
H -3.35676 1.50064 -0.28331 0.00
H -4.47734 0.31468 -0.92968 0.00
H -0.74059 0.36701 0.03253 0.00
H -1.45631 -2.27047 -3.09156 0.00
```

=====

Most stable structure: version Q